1.
51
Properties=species:S:1:pos:R:3:lowdin_spin:R:1 method="wB97M-V/def2-TZVPD" total_charge=+1 spin_multiplicity=3 relative_energy_kcal_mol=6.1 homo_energy_ev="-11.693 / -11.669"
Ni 0.20 0.11 0.34 1.70
C -3.62 2.12 0.03 0.00
C -2.32 1.40 -0.10 0.00
N -1.46 1.22 0.84 0.05
C -1.61 1.61 2.21 0.00
C -0.92 0.53 3.07 0.00
N 0.34 0.07 2.47 0.03
C 1.56 0.72 2.95 0.00
C 1.90 1.91 2.05 0.00
N 1.91 1.46 0.66 0.04
C 3.19 0.86 0.22 0.00
C 2.96 -0.51 -0.49 0.00
N 1.65 -0.43 -1.05 0.04
C 1.27 -0.66 -2.25 0.00
C 2.11 -1.23 -3.33 0.00
C -0.16 -0.30 -2.45 0.01
C -0.99 -0.74 -3.48 0.00
C -2.33 -0.36 -3.45 0.00
C -2.82 0.38 -2.39 0.00
C -1.94 0.76 -1.38 0.01
N -0.64 0.45 -1.46 0.04
H -3.55 2.91 0.78 0.00
H -4.40 1.42 0.35 0.00
H -3.92 2.55 -0.92 0.00
H -2.65 1.72 2.53 0.00
H -1.10 2.58 2.34 0.00
H -1.60 -0.32 3.14 0.00
H -0.76 0.93 4.08 0.00
H 0.43 -0.94 2.61 0.00
H 2.38 0.00 2.89 0.00
H 1.47 1.04 3.99 0.00
H 2.86 2.35 2.35 0.00
H 1.13 2.68 2.15 0.00
H 1.71 2.25 0.05 0.00
H 3.85 0.71 1.07 0.00
H 3.69 1.53 -0.49 0.00
H 2.91 -1.31 0.26 0.00
H 3.76 -0.71 -1.21 0.00
H 2.75 -2.02 -2.93 0.00
H 2.75 -0.46 -3.76 0.00
H 1.51 -1.65 -4.13 0.00
H -0.62 -1.37 -4.27 0.00
H -2.99 -0.69 -4.23 0.00
H -3.87 0.64 -2.34 0.00
Cl -2.43 -4.06 0.55 0.00
C -0.69 -3.93 0.27 0.00
C -0.19 -2.50 0.50 0.00
O 0.94 -2.32 0.96 0.00
O -0.96 -1.56 0.18 0.05
H -0.49 -4.23 -0.76 0.00
H -0.17 -4.61 0.95 0.00

---

2.
12
Properties=species:S:1:pos:R:3:lowdin_charge:R:1 method="wB97M-V/def2-TZVPD" relative_energy_kcal_mol=194.0 homo_energy_ev=-8.638
C 1.26 -0.13 -0.29 -0.29
C -0.21 0.10 -0.41 -0.18
C -1.89 0.39 1.18 -0.76
H 2.91 -1.49 -1.87 0.32
H 1.97 0.43 -0.99 0.10
H 1.64 0.41 0.75 0.16
H -0.44 1.13 -0.64 0.09
H -0.86 -0.66 -0.81 0.11
H -2.29 0.47 2.23 0.09
O 1.52 -1.63 -0.22 -0.17
O -0.71 -0.03 1.02 -0.12
S -2.91 1.01 0.06 0.66

---

3.
162
Properties=species:S:1:pos:R:3:lowdin_charge:R:1 method="wB97M-V/def2-TZVPD" relative_energy_kcal_mol=0.0 homo_energy_ev=-10.031
O 1.48 -4.42 2.44 0.12
C 0.32 -4.62 2.22 -0.48
O -0.24 -4.06 1.13 -0.01
C -1.48 -4.74 0.79 -0.11
C -1.61 -5.89 1.80 -0.13
C -0.66 -5.51 2.95 -0.04
H -1.40 -5.12 -0.22 0.12
H -2.21 -3.95 0.95 0.10
H -1.26 -6.82 1.34 0.10
H -2.63 -6.11 2.09 0.11
H -0.05 -6.32 3.35 0.13
H -1.18 -4.93 3.71 0.13
O 4.43 -3.65 3.08 0.13
C 4.79 -2.52 2.95 -0.48
O 6.08 -2.14 2.82 0.04
C 6.13 -0.78 2.37 -0.14
C 4.70 -0.18 2.37 -0.13
C 3.89 -1.32 3.03 -0.06
H 6.55 -0.72 1.36 0.11
H 6.80 -0.23 3.03 0.12
H 4.35 0.06 1.38 0.09
H 4.69 0.72 2.98 0.09
H 3.03 -1.53 2.40 0.11
H 3.46 -1.11 4.00 0.11
O -5.01 4.73 1.68 0.12
C -4.09 4.13 2.17 -0.47
O -3.43 4.59 3.26 0.03
C -2.60 3.55 3.82 -0.15
C -2.23 2.74 2.61 -0.16
C -3.47 2.81 1.70 -0.04
H -3.07 3.00 4.64 0.13
H -1.77 4.04 4.33 0.11
H -2.04 1.70 2.85 0.11
H -1.40 3.25 2.12 0.09
H -4.17 2.02 1.96 0.13
H -3.08 2.92 0.70 0.11
O -2.67 1.38 -2.21 0.11
C -3.41 2.31 -2.11 -0.46
O -4.62 2.20 -1.50 -0.01
C -5.45 3.36 -1.73 -0.12
C -4.41 4.47 -1.89 -0.15
C -3.26 3.75 -2.59 -0.06
H -6.03 3.47 -0.82 0.13
H -6.00 3.28 -2.67 0.13
H -4.08 4.80 -0.90 0.10
H -4.76 5.35 -2.43 0.12
H -2.27 4.19 -2.48 0.10
H -3.45 3.72 -3.67 0.13
O -0.09 4.80 -2.03 0.10
C -0.07 5.40 -0.99 -0.48
O 0.72 4.99 0.02 0.00
C 0.44 5.66 1.26 -0.11
C -0.72 6.63 0.97 -0.12
C -0.88 6.62 -0.55 -0.05
H 1.35 6.15 1.61 0.13
H 0.12 4.87 1.93 0.10
H -0.55 7.63 1.36 0.12
H -1.65 6.31 1.45 0.10
H -0.44 7.49 -1.04 0.13
H -1.87 6.41 -0.95 0.11
O 4.26 3.10 5.46 0.13
C 3.17 2.75 5.12 -0.47
O 2.12 3.61 5.15 0.04
C 0.89 2.94 4.92 -0.17
C 1.19 1.43 5.07 -0.12
C 2.69 1.36 4.79 -0.08
H 0.51 3.09 3.91 0.09
H 0.13 3.22 5.64 0.12
H 0.70 0.81 4.31 0.10
H 0.84 1.12 6.06 0.11
H 2.79 1.20 3.71 0.09
H 3.25 0.61 5.34 0.13
O 1.51 2.37 1.71 0.10
C 0.95 1.49 1.12 -0.45
O 1.12 0.19 1.43 0.02
C 0.18 -0.66 0.72 -0.11
C -0.28 0.17 -0.47 -0.15
C 0.02 1.60 -0.07 -0.05
H -0.66 -0.86 1.39 0.12
H 0.68 -1.60 0.48 0.11
H -1.29 -0.09 -0.78 0.09
H 0.31 0.02 -1.37 0.09
H -0.88 2.13 0.26 0.10
H 0.50 2.15 -0.88 0.13
O -0.59 2.44 -8.04 0.12
C -0.50 1.84 -7.01 -0.48
O -0.09 0.54 -6.97 0.03
C 0.21 0.17 -5.62 -0.16
C -0.65 1.07 -4.76 -0.15
C -0.67 2.36 -5.59 -0.07
H 1.27 0.30 -5.38 0.13
H 0.01 -0.89 -5.46 0.10
H -0.24 1.29 -3.77 0.11
H -1.67 0.70 -4.62 0.11
H 0.16 3.03 -5.35 0.13
H -1.56 2.98 -5.54 0.12
C 2.28 -4.49 -0.92 -0.16
C 3.35 -5.20 -0.13 -0.12
O 3.20 -6.57 -0.54 -0.17
S 1.70 -6.93 -0.88 0.58
O 1.00 -7.38 0.26 -0.21
O 1.73 -7.72 -2.05 -0.22
O 1.23 -5.44 -1.20 -0.21
H 2.65 -4.21 -1.92 0.12
H 1.87 -3.56 -0.53 0.10
H 3.21 -5.11 0.95 0.11
H 4.34 -4.89 -0.43 0.13
C -5.90 -3.23 2.64 -0.16
C -6.69 -1.95 2.34 -0.11
O -5.71 -0.89 2.43 -0.20
S -4.32 -1.46 2.99 0.59
O -4.33 -1.57 4.40 -0.20
O -3.29 -0.74 2.32 -0.23
O -4.55 -2.89 2.33 -0.19
H -6.21 -4.10 2.08 0.14
H -6.00 -3.47 3.70 0.13
H -7.53 -1.75 3.00 0.14
H -6.98 -1.92 1.29 0.12
C 3.94 3.96 0.72 -0.15
C 4.89 3.02 -0.05 -0.13
O 5.65 3.87 -0.93 -0.19
S 5.73 5.35 -0.39 0.57
O 5.53 6.24 -1.45 -0.21
O 6.88 5.50 0.44 -0.22
O 4.45 5.28 0.56 -0.18
H 3.98 3.73 1.78 0.13
H 2.91 3.85 0.37 0.10
H 4.41 2.27 -0.66 0.11
H 5.61 2.62 0.67 0.13
C 0.68 -5.00 -4.55 -0.12
C -0.72 -5.45 -4.14 -0.13
O -0.92 -4.75 -2.90 -0.20
S -0.44 -3.26 -3.09 0.57
O 0.01 -2.71 -1.87 -0.20
O -1.33 -2.54 -3.92 -0.21
O 0.81 -3.67 -4.00 -0.21
H 0.74 -4.84 -5.63 0.13
H 1.48 -5.64 -4.17 0.12
H -0.79 -6.51 -3.93 0.14
H -1.50 -5.14 -4.83 0.13
C 5.12 -2.13 -3.17 -0.15
C 6.04 -1.00 -2.68 -0.14
O 5.27 -0.26 -1.74 -0.19
S 3.78 -0.81 -1.61 0.57
O 2.85 0.24 -1.67 -0.18
O 3.72 -1.77 -0.57 -0.20
O 3.81 -1.59 -3.00 -0.18
H 5.21 -3.02 -2.54 0.12
H 5.27 -2.37 -4.22 0.14
H 6.23 -0.35 -3.54 0.14
H 6.97 -1.35 -2.26 0.14
C -4.68 -0.98 -1.04 -0.13
C -3.48 -1.87 -0.71 -0.16
O -3.99 -3.20 -0.53 -0.21
S -5.26 -3.34 -1.47 0.57
O -6.19 -4.26 -0.94 -0.21
O -4.81 -3.48 -2.80 -0.20
O -5.80 -1.88 -1.17 -0.19
H -4.51 -0.44 -1.97 0.11
H -4.93 -0.22 -0.30 0.12
H -2.85 -1.61 0.14 0.10
H -2.80 -1.86 -1.56 0.11

---

4.
76
Properties=species:S:1:pos:R:3:lowdin_charge:R:1 method="wB97M-V/def2-TZVPD" total_charge=+2 relative_energy_kcal_mol=60.4 homo_energy_ev="-13.950 / -13.979"
Sn 1.53 -0.46 -1.04 1.50
O -0.16 -1.61 -0.30 -0.28
C -0.53 -1.99 0.93 -0.48
C 0.02 -1.03 2.03 -0.04
C -0.25 0.42 1.77 -0.26
C -1.13 1.11 2.60 0.01
C -1.34 2.46 2.40 0.00
C -0.73 3.06 1.31 0.01
C 0.10 2.31 0.49 -0.25
C 0.75 2.94 -0.70 -0.03
C 0.10 2.36 -2.05 -0.50
O 0.39 1.06 -2.16 -0.35
C -1.39 2.62 -2.03 -0.16
C -2.24 1.61 -2.50 -0.02
C -3.60 1.80 -2.57 -0.07
C -4.15 3.02 -2.17 -0.06
C -3.32 4.03 -1.70 -0.05
C -1.95 3.84 -1.62 -0.06
C 0.86 3.15 -3.15 -0.05
C 0.22 4.08 -3.97 0.05
C 0.88 4.55 -5.09 0.01
C 2.18 4.17 -5.37 0.03
C 2.83 3.26 -4.54 0.00
C 2.17 2.78 -3.43 0.03
N 0.37 1.02 0.75 0.10
C -2.08 -1.97 0.89 -0.05
C -2.68 -0.84 0.34 0.02
C -4.05 -0.69 0.37 -0.02
C -4.84 -1.71 0.89 0.00
C -4.25 -2.85 1.40 -0.01
C -2.88 -3.01 1.37 0.03
C -0.07 -3.42 1.25 -0.18
C 0.00 -3.92 2.55 -0.04
C 0.57 -5.15 2.79 -0.05
C 1.03 -5.93 1.73 -0.06
C 0.91 -5.46 0.43 -0.06
C 0.35 -4.22 0.19 -0.02
H 1.10 -1.19 2.05 0.11
H -0.41 -1.30 3.00 0.13
H -1.62 0.59 3.41 0.13
H -1.96 3.03 3.07 0.13
H -0.88 4.12 1.12 0.12
H 1.80 2.66 -0.75 0.12
H 0.64 4.02 -0.68 0.13
H -1.79 0.68 -2.83 0.12
H -4.24 1.03 -2.96 0.11
H -5.21 3.18 -2.22 0.11
H -3.74 4.98 -1.41 0.12
H -1.33 4.64 -1.26 0.12
H -0.79 4.39 -3.78 0.13
H 0.36 5.23 -5.75 0.13
H 2.70 4.58 -6.22 0.14
H 3.84 2.94 -4.75 0.13
H 2.68 2.07 -2.78 0.12
H -2.07 -0.06 -0.10 0.11
H -4.50 0.20 -0.03 0.11
H -5.92 -1.62 0.86 0.13
H -4.86 -3.64 1.82 0.13
H -2.44 -3.92 1.75 0.12
H -0.38 -3.35 3.38 0.12
H 0.64 -5.52 3.80 0.12
H 1.44 -6.91 1.93 0.11
H 1.26 -6.06 -0.39 0.11
H 0.25 -3.86 -0.82 0.12
N 5.65 -3.36 5.12 0.21
C 5.27 -2.85 4.17 -0.16
C 4.72 -2.22 3.02 -0.19
C 4.52 -2.93 1.84 0.03
C 3.86 -2.29 0.80 -0.14
N 3.43 -1.04 0.88 -0.06
C 3.68 -0.34 1.98 -0.14
C 4.32 -0.88 3.09 0.02
H 4.87 -3.95 1.74 0.13
H 3.66 -2.81 -0.13 0.11
H 3.35 0.69 1.98 0.12
H 4.49 -0.29 3.97 0.13

---

5.
74
Properties=species:S:1:pos:R:3:lowdin_charge:R:1 method="wB97M-V/def2-TZVPD" relative_energy_kcal_mol=0.0 homo_energy_ev=-6.797
Rh -0.28 0.42 -0.17 0.96
C -6.74 1.46 -0.79 -0.07
C -6.76 1.25 0.59 -0.07
C -5.59 0.98 1.29 -0.01
C -4.41 0.92 0.56 -0.10
C -3.03 0.67 0.97 -0.27
N -2.65 0.44 2.21 0.22
C -1.41 0.25 2.59 -0.26
C -0.99 0.09 3.98 -0.10
C -1.71 0.07 5.16 -0.01
C -1.00 -0.08 6.34 -0.07
C 0.39 -0.21 6.34 -0.07
C 1.11 -0.18 5.15 -0.01
C 0.40 -0.03 3.97 -0.10
C 0.82 0.05 2.58 -0.28
N 2.08 -0.01 2.19 0.21
C 2.47 0.04 0.93 -0.28
N 1.70 0.15 -0.18 0.00
C 2.47 0.21 -1.30 -0.25
N 2.09 0.40 -2.55 0.22
C 0.84 0.63 -2.92 -0.26
N -0.27 0.70 -2.14 -0.03
C -1.36 0.97 -2.90 -0.27
N -2.61 1.10 -2.50 0.22
C -3.01 0.99 -1.25 -0.27
N -2.25 0.73 -0.15 -0.04
C -4.40 1.12 -0.81 -0.10
C -5.57 1.40 -1.52 -0.01
C -0.93 1.09 -4.29 -0.10
C -1.63 1.37 -5.46 -0.01
C -0.91 1.41 -6.63 -0.07
C 0.47 1.19 -6.65 -0.07
C 1.17 0.92 -5.49 -0.01
C 0.44 0.87 -4.30 -0.10
C 3.87 0.08 -0.89 -0.10
C 5.05 0.06 -1.61 -0.01
C 6.23 -0.06 -0.90 -0.07
C 6.23 -0.17 0.50 -0.07
C 5.05 -0.14 1.22 -0.01
C 3.87 -0.02 0.50 -0.10
N -0.29 0.18 1.81 -0.01
H -7.67 1.67 -1.30 0.10
H -7.70 1.30 1.13 0.10
H -5.59 0.82 2.36 0.11
H -2.79 0.17 5.16 0.11
H -1.53 -0.10 7.29 0.10
H 0.92 -0.32 7.28 0.10
H 2.19 -0.26 5.14 0.11
H -5.55 1.56 -2.58 0.11
H -2.70 1.54 -5.43 0.11
H -1.42 1.63 -7.57 0.10
H 1.00 1.23 -7.59 0.10
H 2.24 0.75 -5.49 0.11
H 5.04 0.15 -2.69 0.11
H 7.17 -0.08 -1.43 0.10
H 7.17 -0.26 1.02 0.10
H 5.04 -0.21 2.30 0.11
N 1.15 6.37 1.63 0.09
C 0.68 5.58 0.93 -0.40
N 0.11 4.75 0.07 0.07
C 0.10 3.50 0.13 -0.30
N 0.05 2.33 0.09 0.05
Br -0.93 -5.49 -1.69 0.74
C 0.28 -4.89 -0.38 -0.74
C 1.19 -5.80 0.14 -0.13
C 2.10 -5.40 1.11 -0.07
C 2.11 -4.08 1.55 -0.06
C 1.21 -3.17 1.03 -0.13
C 0.30 -3.57 0.06 -0.68
I -1.04 -2.18 -0.72 1.23
H 1.17 -6.82 -0.20 0.10
H 2.80 -6.12 1.51 0.11
H 2.81 -3.76 2.30 0.11
H 1.21 -2.15 1.38 0.06

---

6.
37
Properties=species:S:1:pos:R:3:lowdin_charge:R:1 method="wB97M-V/def2-TZVPD" total_charge=-1 relative_energy_kcal_mol=38.5 homo_energy_ev=-7.090
N 0.27 -1.39 -0.44 -0.47
O 0.41 -0.83 -1.57 -0.03
O 1.26 -1.49 0.30 -0.01
O -0.83 -1.24 0.12 -0.05
O 0.10 1.09 1.14 -0.02
H 0.28 0.93 2.03 -0.01
H -0.16 0.25 0.79 -0.01
O 3.70 -0.09 -1.71 -0.04
H 3.05 0.53 -1.35 0.00
H 3.42 -0.91 -1.41 -0.01
O -3.42 -1.14 0.52 -0.06
H -3.81 -1.28 -0.35 0.05
H -2.51 -1.40 0.44 -0.02
O -2.23 -2.20 3.12 -0.04
H -1.45 -2.01 2.62 -0.01
H -2.93 -2.00 2.53 -0.01
O 0.28 -0.40 3.34 0.02
H 0.69 -0.89 2.68 -0.01
H 0.80 -0.44 4.11 0.04
O -2.62 -0.47 -2.25 -0.05
H -2.61 0.38 -2.67 0.02
H -1.89 -0.34 -1.65 -0.03
O 2.84 0.49 1.58 -0.02
H 2.31 -0.22 1.24 -0.02
H 2.90 0.37 2.50 0.01
O 1.86 1.93 -0.81 -0.05
H 2.13 2.78 -0.39 0.09
H 1.46 1.48 -0.09 -0.04
O 1.98 -0.20 -4.00 -0.11
H 2.77 -0.34 -3.44 0.00
H 1.20 -0.51 -3.48 0.01
O -2.79 1.73 0.51 -0.10
H -2.88 0.77 0.54 -0.01
H -2.23 2.07 -0.21 0.00
O -0.83 1.70 -1.58 -0.06
H -0.35 2.36 -1.09 0.03
H -0.19 0.98 -1.61 0.00

---

7.
68
Properties=species:S:1:pos:R:3:lowdin_charge:R:1 method="wB97M-V/def2-TZVPD" homo_energy_ev=-5.853
Pd -0.68 -0.16 0.03 0.46
O -3.90 1.18 -0.48 -0.08
C -3.92 1.15 0.94 -0.28
C -4.58 -0.14 1.37 -0.17
C -3.74 -1.39 1.06 -0.15
C -2.63 -1.59 2.05 -0.28
C -2.81 -2.39 3.17 -0.02
C -1.79 -2.54 4.09 -0.06
C -0.61 -1.86 3.88 -0.06
C -0.50 -1.07 2.75 -0.13
N -1.48 -0.94 1.83 -0.01
H -3.06 1.55 -0.77 0.05
H -4.48 2.00 1.33 0.11
H -2.90 1.19 1.33 0.09
H -5.54 -0.23 0.86 0.11
H -4.79 -0.10 2.45 0.12
H -3.30 -1.27 0.06 0.09
H -4.38 -2.27 1.05 0.11
H -3.76 -2.90 3.30 0.11
H -1.92 -3.18 4.96 0.11
H 0.23 -1.93 4.56 0.10
H 0.41 -0.51 2.55 0.09
C 1.20 -3.13 -0.03 -0.04
C 2.31 -2.65 0.87 -0.22
C 2.94 -3.48 1.79 -0.05
C 3.93 -2.98 2.63 -0.09
C 4.29 -1.65 2.55 -0.06
C 3.69 -0.79 1.63 -0.22
C 4.06 0.67 1.57 -0.03
C 2.71 -1.31 0.78 -0.22
N 1.97 -0.48 -0.07 0.13
C 2.39 0.02 -1.15 -0.26
C 3.76 -0.20 -1.73 -0.01
C 1.42 0.88 -1.91 -0.25
C 1.91 1.55 -3.16 -0.01
N 0.23 0.98 -1.46 0.01
C -0.69 1.88 -2.09 -0.24
C -0.57 3.25 -1.86 -0.23
C 0.51 3.79 -0.96 -0.03
C -1.50 4.10 -2.45 -0.05
C -2.52 3.60 -3.25 -0.08
C -2.63 2.23 -3.44 -0.05
C -1.73 1.35 -2.86 -0.24
C -1.87 -0.14 -2.96 -0.05
H 0.91 -4.16 0.22 0.08
H 1.49 -3.10 -1.08 0.08
H 0.33 -2.47 0.08 0.04
H 2.64 -4.52 1.86 0.11
H 4.40 -3.63 3.35 0.10
H 5.05 -1.25 3.22 0.11
H 4.60 0.96 2.47 0.08
H 3.16 1.29 1.49 0.08
H 4.69 0.89 0.71 0.07
H 4.34 -0.86 -1.09 0.08
H 4.30 0.75 -1.83 0.09
H 3.70 -0.63 -2.73 0.09
H 2.27 0.81 -3.87 0.09
H 2.75 2.21 -2.94 0.09
H 1.13 2.13 -3.64 0.09
H 0.55 3.21 -0.03 0.08
H 0.32 4.83 -0.72 0.08
H 1.50 3.73 -1.42 0.07
H -1.42 5.17 -2.28 0.11
H -3.24 4.27 -3.69 0.10
H -3.45 1.83 -4.03 0.11
H -2.79 -0.42 -3.47 0.08
H -1.89 -0.51 -1.92 0.03
H -1.02 -0.61 -3.46 0.08

---

8.
18
Properties=species:S:1:pos:R:3:lowdin_charge:R:1 method="wB97M-V/def2-TZVPD" relative_energy_kcal_mol=50.4 homo_energy_ev=-9.555
C -0.93 -1.33 -0.26 -0.26
N 0.06 -0.46 -0.95 -0.01
C 1.43 -0.35 -0.40 -0.21
C 2.07 0.98 -0.96 -0.26
C 1.50 2.31 -0.27 -0.10
O -0.74 -1.65 0.91 -0.01
H -1.83 -1.46 -0.84 0.11
H -0.39 0.07 -1.70 0.12
H 2.10 -1.10 -0.86 0.11
H 1.58 -0.27 0.74 0.14
H 1.80 0.99 -2.03 0.08
H 3.15 1.08 -1.18 0.10
H 1.70 3.01 -1.05 0.04
H 0.45 2.04 -0.09 0.06
H 2.07 2.51 0.74 0.11
H -2.87 -0.76 1.25 -0.04
H -3.40 -0.06 2.48 0.06
O -2.92 0.07 1.65 -0.04

---

Please write out number 5 again, unchanged.
74
Properties=species:S:1:pos:R:3:lowdin_charge:R:1 method="wB97M-V/def2-TZVPD" relative_energy_kcal_mol=0.0 homo_energy_ev=-6.797
Rh -0.28 0.42 -0.17 0.96
C -6.74 1.46 -0.79 -0.07
C -6.76 1.25 0.59 -0.07
C -5.59 0.98 1.29 -0.01
C -4.41 0.92 0.56 -0.10
C -3.03 0.67 0.97 -0.27
N -2.65 0.44 2.21 0.22
C -1.41 0.25 2.59 -0.26
C -0.99 0.09 3.98 -0.10
C -1.71 0.07 5.16 -0.01
C -1.00 -0.08 6.34 -0.07
C 0.39 -0.21 6.34 -0.07
C 1.11 -0.18 5.15 -0.01
C 0.40 -0.03 3.97 -0.10
C 0.82 0.05 2.58 -0.28
N 2.08 -0.01 2.19 0.21
C 2.47 0.04 0.93 -0.28
N 1.70 0.15 -0.18 0.00
C 2.47 0.21 -1.30 -0.25
N 2.09 0.40 -2.55 0.22
C 0.84 0.63 -2.92 -0.26
N -0.27 0.70 -2.14 -0.03
C -1.36 0.97 -2.90 -0.27
N -2.61 1.10 -2.50 0.22
C -3.01 0.99 -1.25 -0.27
N -2.25 0.73 -0.15 -0.04
C -4.40 1.12 -0.81 -0.10
C -5.57 1.40 -1.52 -0.01
C -0.93 1.09 -4.29 -0.10
C -1.63 1.37 -5.46 -0.01
C -0.91 1.41 -6.63 -0.07
C 0.47 1.19 -6.65 -0.07
C 1.17 0.92 -5.49 -0.01
C 0.44 0.87 -4.30 -0.10
C 3.87 0.08 -0.89 -0.10
C 5.05 0.06 -1.61 -0.01
C 6.23 -0.06 -0.90 -0.07
C 6.23 -0.17 0.50 -0.07
C 5.05 -0.14 1.22 -0.01
C 3.87 -0.02 0.50 -0.10
N -0.29 0.18 1.81 -0.01
H -7.67 1.67 -1.30 0.10
H -7.70 1.30 1.13 0.10
H -5.59 0.82 2.36 0.11
H -2.79 0.17 5.16 0.11
H -1.53 -0.10 7.29 0.10
H 0.92 -0.32 7.28 0.10
H 2.19 -0.26 5.14 0.11
H -5.55 1.56 -2.58 0.11
H -2.70 1.54 -5.43 0.11
H -1.42 1.63 -7.57 0.10
H 1.00 1.23 -7.59 0.10
H 2.24 0.75 -5.49 0.11
H 5.04 0.15 -2.69 0.11
H 7.17 -0.08 -1.43 0.10
H 7.17 -0.26 1.02 0.10
H 5.04 -0.21 2.30 0.11
N 1.15 6.37 1.63 0.09
C 0.68 5.58 0.93 -0.40
N 0.11 4.75 0.07 0.07
C 0.10 3.50 0.13 -0.30
N 0.05 2.33 0.09 0.05
Br -0.93 -5.49 -1.69 0.74
C 0.28 -4.89 -0.38 -0.74
C 1.19 -5.80 0.14 -0.13
C 2.10 -5.40 1.11 -0.07
C 2.11 -4.08 1.55 -0.06
C 1.21 -3.17 1.03 -0.13
C 0.30 -3.57 0.06 -0.68
I -1.04 -2.18 -0.72 1.23
H 1.17 -6.82 -0.20 0.10
H 2.80 -6.12 1.51 0.11
H 2.81 -3.76 2.30 0.11
H 1.21 -2.15 1.38 0.06